Computed, not measured: a structure of composition C10H35AgN9O8 at a distorted geometry, with wB97M-V/def2-TZVPD.

```
63
C10H35AgN9O8, DFT wB97M-V/def2-TZVPD
Ag 0.45 -0.04 -0.35
O -1.23 0.91 0.90
H -2.15 1.19 0.96
O 0.59 -1.61 -2.15
H 1.25 -2.00 -1.57
C -3.49 -3.20 2.10
C -3.15 -1.73 2.06
O -1.79 -1.54 1.79
H -4.57 -3.36 2.22
H -2.87 -3.69 2.84
H -3.32 -3.69 1.13
H -3.41 -1.15 2.96
H -3.84 -1.26 1.34
H -1.60 -0.58 1.54
C -0.66 4.46 0.14
O -0.31 5.49 -0.46
N 0.04 3.29 0.11
N -1.80 4.39 0.90
H 0.90 3.27 -0.40
H -0.35 2.43 0.54
H -2.08 3.49 1.23
H -2.37 5.18 1.09
C -3.65 0.96 -1.98
O -4.25 1.14 -3.05
N -2.63 1.78 -1.59
N -3.77 -0.16 -1.23
H -2.49 2.63 -2.11
H -2.05 1.56 -0.79
H -3.15 -0.38 -0.47
H -4.35 -0.87 -1.65
C 1.86 1.76 -2.44
O 2.00 1.57 -1.22
N 1.97 2.99 -3.02
N 1.38 0.79 -3.26
H 1.84 3.09 -4.00
H 2.31 3.75 -2.45
H 1.15 -0.14 -2.87
H 1.12 0.94 -4.22
C -1.61 -4.16 -1.26
O -2.55 -4.96 -1.13
N -1.75 -2.84 -1.51
N -0.31 -4.57 -1.27
H -2.68 -2.50 -1.66
H -0.93 -2.27 -1.79
H 0.36 -3.87 -1.57
H -0.04 -5.50 -1.05
C 3.74 -1.66 0.26
C 3.18 -0.94 1.51
C 3.68 0.47 1.63
O 3.20 1.07 2.81
C 3.98 2.17 3.19
N 1.71 -1.10 1.36
H 3.57 -2.74 0.26
H 4.83 -1.58 0.17
H 3.37 -1.19 -0.65
H 3.40 -1.49 2.43
H 3.36 1.02 0.72
H 4.77 0.53 1.61
H 5.05 1.94 3.27
H 3.64 2.57 4.15
H 3.87 2.98 2.46
H 1.49 -2.09 1.23
H 1.19 -0.95 2.23
```

total charge = -1
HOMO energy = -5.80 eV
orbital gap = 0.3095 hartree
largest force on an atom = 2.30 eV/A
calculated total energy = -1643.931009 Eh

=====

Computed, not measured: the molecule C5H8N2 at a distorted geometry, with wB97M-V/def2-TZVPD.

```
15
C5H8N2, DFT wB97M-V/def2-TZVPD
C 0.41 -2.36 -0.41
N 0.44 -0.96 -0.02
C 1.48 -0.12 0.07
N 1.10 1.14 0.15
C -0.27 1.11 0.17
C -1.03 2.42 0.15
C -0.70 -0.21 0.14
H -0.63 -2.71 -0.43
H 0.81 -2.44 -1.43
H 0.98 -2.98 0.28
H 2.49 -0.50 0.16
H -0.77 3.03 1.02
H -0.75 3.02 -0.74
H -2.11 2.27 0.12
H -1.39 -0.74 0.77
```

total charge = 0
HOMO energy = -8.35 eV
orbital gap = 0.3400 hartree
largest force on an atom = 1.56 eV/A
calculated total energy = -304.805845 Eh
SMILES = Cc1cn(C)cn1

=====

Computed, not measured: a structure of composition C2H8Al3Cl5N4O2 at a distorted geometry, with wB97M-V/def2-TZVPD.

```
24
C2H8Al3Cl5N4O2, DFT wB97M-V/def2-TZVPD
Al -14.53 9.89 -4.52
Al -16.76 5.07 -2.30
Al -10.71 6.43 -0.74
Cl -14.55 8.25 -1.36
Cl -17.65 8.39 -3.97
Cl -14.51 6.18 -4.95
Cl -11.29 8.52 -3.48
Cl -13.34 4.21 -1.11
C -11.56 7.47 3.08
O -11.75 7.13 1.86
N -12.53 7.96 3.75
N -10.34 7.65 3.48
H -13.46 7.95 3.36
H -12.33 7.96 4.74
H -9.50 7.46 2.96
H -10.35 7.98 4.44
C -11.37 10.32 0.16
O -10.92 9.19 0.06
N -10.66 11.35 0.42
N -12.56 10.62 -0.06
H -9.67 11.20 0.51
H -11.16 12.20 0.64
H -13.03 11.51 0.08
H -13.10 9.83 -0.39
```

total charge = +4
HOMO energy = -21.80 eV
orbital gap = 0.1249 hartree
largest force on an atom = 7.73 eV/A
calculated total energy = -3476.634075 Eh

=====

Computed, not measured: a structure of composition C6H12INO4 at a distorted geometry, with wB97M-V/def2-TZVPD.

```
24
C6H12INO4, DFT wB97M-V/def2-TZVPD
C -0.01 -0.96 2.17
C -1.80 -0.21 -0.70
C 0.17 -0.40 -2.39
C 0.22 0.39 1.51
C -0.29 -0.46 -0.95
C 0.39 0.54 0.02
N 0.54 1.91 -0.44
O 0.43 2.77 0.45
O 0.67 2.22 -1.60
O 1.18 1.12 2.37
O -0.18 -1.82 -0.50
I 3.17 -0.19 -0.06
H -0.69 -1.53 1.59
H 0.86 -1.56 2.50
H -0.39 -0.71 3.20
H -2.05 -0.90 0.16
H -2.41 -0.42 -1.51
H -2.12 0.80 -0.42
H -0.35 -1.33 -2.78
H 1.20 -0.45 -2.41
H -0.08 0.52 -2.89
H -0.78 1.02 1.75
H 1.56 1.79 1.78
H 0.76 -2.15 -0.85
```

total charge = 0
HOMO energy (spin up / spin down) = -9.60 / -9.56 eV
orbital gap (spin up / spin down) = 0.2483 / 0.2442 hartree
largest force on an atom = 4.17 eV/A
calculated total energy = -889.028234 Eh

=====

Computed, not measured: a cluster of 4 separate species, C16H29ClN3 in total at a distorted geometry, with wB97M-V/def2-TZVPD.

```
49
C16H29ClN3, DFT wB97M-V/def2-TZVPD
C 2.20 -2.83 -0.43
C 1.06 -2.32 -1.49
C -0.38 -1.93 -0.81
C -1.35 -3.28 -0.91
Cl -1.92 -3.63 -2.67
H 2.73 -3.74 -0.98
H 3.07 -2.01 -0.37
H 1.43 -1.37 -2.09
H 0.89 -3.21 -2.26
H -0.33 -1.48 0.27
H -0.90 -1.12 -1.51
H -0.69 -4.16 -0.48
H -2.33 -3.18 -0.26
C -6.93 -3.14 -5.64
C -5.56 -2.96 -5.02
C -5.51 -3.35 -3.54
C -6.36 -2.47 -2.71
N -7.03 -1.79 -2.06
H -7.68 -2.49 -5.17
H -6.90 -2.89 -6.71
H -7.27 -4.18 -5.55
H -5.24 -1.92 -5.15
H -4.84 -3.58 -5.57
H -4.48 -3.28 -3.19
H -5.82 -4.39 -3.42
C 1.00 3.32 1.90
C 1.17 2.93 0.44
C 0.83 1.47 0.16
C 1.74 0.54 0.84
N 2.46 -0.19 1.38
H 1.69 2.75 2.55
H 1.22 4.38 2.04
H -0.02 3.14 2.24
H 2.20 3.15 0.12
H 0.51 3.57 -0.17
H 0.88 1.29 -0.92
H -0.21 1.26 0.47
C 5.24 2.32 4.36
C 5.37 3.59 5.18
C 4.08 4.40 5.26
C 3.66 4.91 3.94
N 3.33 5.31 2.91
H 5.00 2.54 3.31
H 6.18 1.76 4.37
H 4.46 1.67 4.76
H 6.18 4.21 4.76
H 5.68 3.32 6.20
H 4.23 5.25 5.94
H 3.28 3.79 5.69
```

total charge = -1
HOMO energy = -1.30 eV
orbital gap = 0.1317 hartree
largest force on an atom = 2.64 eV/A
calculated total energy = -1251.357596 Eh

=====

Computed, not measured: a structure of composition C13H15FN4S at a distorted geometry, with wB97M-V/def2-TZVPD.

```
34
C13H15FN4S, DFT wB97M-V/def2-TZVPD
C -2.72 5.58 -1.58
C -2.66 4.37 -1.45
C -2.80 2.79 -1.47
C -1.85 2.14 -0.37
C -0.30 2.25 -0.72
C 0.54 0.94 -0.45
C 0.28 -0.08 0.58
F -0.82 0.08 1.46
C 1.12 -1.36 0.81
C 0.77 -2.40 1.94
C -0.77 -2.84 1.98
N -0.90 -4.34 2.13
C 2.33 -1.56 -0.07
N 3.22 -2.70 0.02
C 2.68 -0.51 -1.15
N 3.81 -0.64 -1.97
S 3.67 0.74 -2.94
N 2.28 1.49 -2.39
C 1.77 0.71 -1.34
H -2.99 6.61 -1.95
H -3.87 2.52 -1.18
H -2.60 2.41 -2.52
H -2.19 1.06 -0.26
H -1.98 2.64 0.65
H -0.23 2.44 -1.84
H 0.24 3.12 -0.23
H 1.37 -3.36 1.89
H 1.04 -1.94 2.96
H -1.34 -2.52 1.06
H -1.23 -2.29 2.87
H -1.66 -4.61 1.49
H -1.28 -4.56 3.07
H 2.82 -3.48 0.54
H 4.16 -2.44 0.33
```

total charge = 0
HOMO energy = -8.07 eV
orbital gap = 0.2693 hartree
largest force on an atom = 4.72 eV/A
calculated total energy = -1221.254178 Eh